[1]
Computed, not measured: a molecular structure, C39H68Cl3GeN2O3S5SbSi3Ti, with wB97M-V/def2-TZVPD.

## Properties
**<S²>**: 2.015
**Orbital gap (alpha / beta)**: 0.23318 / 0.22380 Eh
**Energy above the lowest of the compared OMol25 structures with the same formula, charge and spin**: 13.0 kcal/mol
**Lowest unoccupied orbital energy (alpha / beta)**: -0.54 / -1.09 eV
**HOMO energy (alpha / beta)**: -0.253 / -0.264 Ha

```
! RIJCOSX wB97M-V def2-TZVPD def2/J DEFGRID3
* xyz 0 3
Sb -2.57402 1.70142 -2.37101
Ge 2.24294 -2.09956 0.62696
Ti 0.37032 -0.43369 -0.57287
Cl 4.89779 -0.63637 -2.55107
Cl 2.83290 -2.75200 -7.06232
Cl -0.41200 -1.15304 -3.02648
S -1.34335 -4.44322 1.85164
S -3.33069 -4.67814 4.04788
S -1.98351 -0.52261 0.15393
S -3.12602 -2.25040 2.34134
S 0.03774 -3.02635 -0.45224
Si -2.96345 3.20528 -4.40466
Si -3.71032 3.23126 -0.66885
Si -4.47574 0.08296 -2.94973
O 0.90396 0.42589 6.46301
O 2.06108 -0.64696 -1.63924
O 0.59973 1.41448 -0.93849
N 0.34899 0.33450 1.83942
N 0.31855 -1.66861 5.91264
C 1.32149 -1.96867 -4.95971
C -1.64327 4.53652 -4.44701
C 0.52611 -0.37160 5.61100
C -0.42326 2.21318 3.10377
C -5.98287 0.94841 -3.62984
C -0.25040 1.51567 4.28171
C 3.39383 -0.79152 1.56845
C 1.93977 -2.11070 7.77564
C 3.51934 -1.20846 -3.44117
C 3.56951 0.62318 1.00734
C 2.60183 -2.10606 -5.46078
C 0.51646 -0.33170 2.99127
C -2.53516 4.68541 -0.49901
C 3.32462 -3.27829 -0.48735
C -2.64232 2.11471 -5.89781
C 5.33713 -5.51509 2.01135
C 3.70176 -1.71571 -4.71557
C 0.22937 0.21267 4.23999
C 1.11919 2.30928 -1.60282
C -5.02955 -0.97317 -1.52025
C 1.14962 -3.58197 4.60414
C 2.24852 -1.09918 -2.85677
C 4.80389 -4.24257 1.36261
C -2.64146 -3.84544 2.80704
C -1.14048 -3.04401 0.83070
C 1.39780 2.13437 -3.05291
C 1.17826 -1.46519 -3.68280
C -0.11923 1.58562 1.91535
C 1.46880 3.60319 -0.95573
C -4.58982 4.08979 -4.70824
C -0.05555 -2.73266 4.98449
C -5.38311 3.89415 -1.14808
C -1.97363 -2.00868 1.06192
C 4.21905 1.55744 2.02563
C -3.83787 -1.07455 -4.27382
C 4.67054 2.88127 1.41743
C 3.76956 -4.53134 0.27786
C -3.90282 2.46242 1.01208
C 0.48615 -2.04148 7.32048
H -3.51158 1.49598 -6.13828
H -4.67665 -1.45978 -4.86249
H -0.64395 4.12388 -4.28339
H 4.19790 -2.72641 -0.84566
H -1.79500 1.44194 -5.73559
H -5.79333 1.37085 -4.61986
H 0.86951 -4.33915 3.87348
H 2.74912 -3.56640 -1.36899
H 3.01219 -0.73046 2.58908
H -0.79122 3.23058 3.10140
H 4.69833 -1.79551 -5.12627
H 0.65973 1.47899 -3.51273
H -4.20168 3.23304 1.73068
H -2.41822 2.73203 -6.77347
H 5.08096 1.05026 2.46940
H 4.19931 -5.24317 -0.43473
H 0.92483 -1.32933 2.89838
H -0.28544 2.09023 0.97588
H -4.29355 -1.74892 -1.30511
H 5.63283 -3.68091 0.91833
H 5.37271 2.71070 0.59793
H 0.85579 4.39986 -1.38713
H -6.32370 1.75788 -2.98163
H 1.94570 -2.97011 4.17549
H 4.35350 -3.60368 2.12904
H -2.06637 4.94220 -1.45248
H 4.53438 -6.06470 2.50821
H 3.51074 1.74688 2.83909
H 5.77808 -6.17372 1.26010
H 0.45765 -2.24424 -5.54849
H 1.98587 -2.49782 8.79509
H 5.16645 3.51202 2.15626
H 2.38708 -1.11933 7.76296
H 0.00538 -3.01125 7.44811
H 1.40525 3.09733 -3.56392
H -5.97619 -1.45576 -1.78437
H -6.79695 0.22299 -3.72237
H -5.17794 -0.40324 -0.60014
H 2.51451 3.84607 -1.16089
H -0.80697 -3.35419 5.47042
H -4.66576 1.67957 1.00855
H -5.37118 4.39958 -2.11462
H 3.81990 3.44286 1.02111
H -5.71207 4.61336 -0.39122
H -5.45026 3.58333 -4.27359
H 6.10387 -5.29444 2.75538
H 2.89805 -5.01165 0.73493
H -3.32413 -1.92625 -3.82223
H 4.36034 -1.30384 1.59815
H -0.46225 1.96219 5.24327
H -1.81424 5.30926 -3.69282
H -4.56139 5.10455 -4.30285
H 2.52513 -2.76931 7.13266
H 2.59888 1.03164 0.71700
H -0.53390 -2.29391 4.11135
H -1.64756 5.02379 -5.42706
H 1.31207 3.56691 0.11968
H -0.04520 -1.30859 7.92736
H -2.97877 1.99857 1.36154
H -6.12839 3.09694 -1.19724
H -3.14351 -0.58996 -4.96321
H -1.73479 4.46311 0.21430
H -4.75488 4.16043 -5.78749
H 2.38791 1.68221 -3.16786
H -3.06593 5.57324 -0.14222
H 4.18595 0.58156 0.10493
H 1.87737 -3.06154 1.78824
H 1.54900 -4.09325 5.48220
*
```

[2]
Computed, not measured: 3 unconnected molecules or ions with the total composition C39H68Cl3N5O7PS, with wB97M-V/def2-TZVPD.

## Properties
**<S²>**: 2.008
**Orbital gap (alpha / beta)**: 0.19046 / 0.21620 Eh
**Lowest unoccupied orbital energy (alpha / beta)**: -4.78 / -4.78 eV
**HOMO energy (alpha / beta)**: -0.366 / -0.392 Ha

```
! RIJCOSX wB97M-V def2-TZVPD def2/J DEFGRID3
* xyz 1 3
Cl -4.49264 1.19264 0.43504
Cl -6.93552 3.74416 -1.94454
Cl -1.67354 0.40949 -1.15495
S -2.93743 -0.29103 -7.34462
P -1.46147 0.81598 -6.72187
O -2.30884 3.32451 -0.26048
O -3.76737 2.87579 -7.23292
O -1.22342 -2.62936 -1.70862
O 6.94940 0.92931 3.64194
O -2.58275 -1.40373 4.56555
O -4.47997 3.51571 -1.01236
O -5.70829 2.05791 -7.07456
N -1.90113 1.53755 -5.13368
N -1.40812 -3.13466 -3.94516
N -1.99171 -2.22628 3.70767
N 6.80763 -0.38704 3.73734
N -5.03202 2.93016 -6.68654
C 7.58158 -0.60901 6.12808
C -6.68756 2.50979 -0.59204
C -2.54734 5.95088 -4.13033
C -0.64116 -2.20087 1.61629
C -1.07757 5.52826 -3.76282
C 8.05618 -2.42515 4.43628
C -0.95431 -0.59200 -3.97302
C 7.87712 -0.89948 4.64482
C 4.38678 0.13585 3.28719
C -2.92680 3.39353 -3.76419
C 6.16515 -0.99073 6.55089
C -4.98675 4.92752 -4.40210
C 0.87010 -2.30494 4.40984
C -1.01340 -1.43036 2.90988
C -1.15587 -4.56565 3.53615
C 0.13049 -4.50066 -2.27504
C -3.13367 3.18237 -1.10302
C -1.61640 -0.10853 2.39783
C -5.19868 2.79916 0.00174
C -2.02443 1.32840 -2.64488
C -3.59425 4.82647 -3.65135
C -2.53219 2.80256 -5.05458
C 5.04092 -2.13674 3.82957
C -0.17255 -3.01877 5.26216
C -6.76937 1.10574 -1.32846
C -1.96353 -1.79438 -4.16365
C -0.87881 -3.33695 -2.64764
C 5.13244 -0.36735 5.61858
C 0.93276 -3.08377 -5.08305
C -1.44725 -3.38086 4.48347
C -0.55438 -3.63340 -5.04387
C -2.48091 -3.95393 5.47258
C -1.64613 0.81394 -3.96991
C 0.26395 -1.09934 3.70193
C 5.39730 -0.66408 4.13460
C -2.68954 2.62350 -2.50939
C 9.26015 -0.30954 4.30673
C -0.05165 6.74393 -3.69754
C -2.81112 3.56794 -6.38557
H -2.10508 -4.86973 5.93333
H -0.63690 4.73624 -4.41987
H -1.30363 1.84240 -7.70944
H 1.13385 -2.65416 -6.10049
H 7.80097 -2.72065 3.41615
H -2.70465 -3.26618 6.28929
H 4.13491 -0.72069 5.89884
H 0.11693 -5.34468 -3.00303
H -7.48073 2.63174 0.17973
H 1.30710 -2.99723 3.68333
H 1.61715 -3.97336 -4.98744
H -2.77049 6.86816 -3.51086
H -2.45864 -1.80335 -5.17383
H 9.09144 -2.73362 4.59351
H -0.28958 -4.41224 2.89513
H -0.33260 -0.70995 -3.04263
H -1.10022 5.09137 -2.71944
H -0.42660 -2.37380 6.11198
H 1.14033 -4.00295 -2.19810
H -0.90986 0.40916 1.74395
H 6.05041 -2.07855 6.57378
H -0.13621 -4.79640 -1.22996
H 3.36457 -0.17886 3.51069
H -5.66765 5.53861 -3.74060
H -1.84737 3.67104 -6.95558
H 5.51321 -2.85119 4.50076
H -0.94228 -5.47297 4.10501
H 0.04438 -0.33506 4.45628
H -1.84944 0.58952 3.20347
H 7.72427 0.45830 6.33152
H -3.20332 4.60106 -6.24840
H -7.65731 1.12869 -2.02123
H 4.42963 1.20826 3.48341
H -0.52178 -4.75873 -5.01754
H 5.98755 -0.64767 7.57387
H 4.55649 -0.02396 2.21901
H -6.88687 0.25122 -0.62025
H -0.53864 7.74753 -3.74297
H 3.96614 -2.30448 3.93282
H 10.03297 -0.76935 4.92634
H -3.41689 -4.19930 4.96450
H -4.87925 5.52230 -5.34546
H 8.29968 -1.13727 6.76132
H 1.01381 -0.66212 3.03575
H 9.31737 0.76363 4.49489
H 0.27183 -3.92024 5.69437
H 0.47896 6.69700 -2.70306
H 1.18239 -2.38907 -4.24433
H -0.43078 -1.52102 0.78789
H -2.80972 -1.64086 -3.43163
H -2.52922 -0.28970 1.82431
H 0.74702 6.59060 -4.46772
H -0.22004 0.13201 -6.65810
H -1.46042 -2.84156 1.28341
H 5.12392 0.71662 5.78508
H -5.87624 0.92008 -1.97850
H -0.22679 -0.61924 -4.82512
H -5.49858 3.94788 -4.53842
H 5.31301 -2.40148 2.80431
H -3.80736 5.09115 -2.57803
H 7.46299 -3.02340 5.12856
H -5.35319 3.38443 0.94246
H -2.69829 6.25503 -5.19623
H 9.51991 -0.49063 3.26075
H 0.25409 -2.81359 1.72721
H -2.01846 -4.77808 2.89911
H 1.69692 -1.97163 5.04446
H -1.09129 -3.38952 -6.00563
*
```

[3]
Computed, not measured: 8 unconnected molecules or ions with the total composition C39H69O8S, with wB97M-V/def2-TZVPD.

## Properties
**Orbital gap**: 0.29412 Eh
**Lowest unoccupied orbital energy**: -2.95 eV
**HOMO energy**: -0.402 Ha

```
! RIJCOSX wB97M-V def2-TZVPD def2/J DEFGRID3
* xyz 1 1
S -0.92880 1.70777 -0.40085
O 4.43575 -0.45982 -1.39664
O -0.33511 -1.15733 7.68171
O -2.62715 -5.56552 1.60350
O 3.10219 -0.28620 -6.05062
O 2.81858 -5.46896 -6.95590
O -0.72550 8.36197 1.40776
O -4.85433 -1.50038 4.81274
O -3.40582 4.96640 -0.24911
C 1.43035 -1.61501 3.12538
C 0.81033 1.14653 -0.29112
C 3.60764 -4.75106 -6.38738
C -2.42288 -0.52102 -3.40444
C -1.02164 8.13705 0.25825
C -1.01201 3.23875 -1.38275
C 0.84525 0.10208 0.81713
C -1.74000 0.43722 -1.35266
C -3.73419 -3.55858 4.42291
C 0.63365 -1.29894 5.46441
C 2.09176 0.30861 -5.76175
C -2.29865 -0.62362 -0.67810
C -2.91904 -1.65455 -1.35594
C -3.74882 5.03426 0.91599
C 5.30272 -0.02818 -2.12830
C 1.40349 4.28576 -1.53327
C 2.14712 -0.71414 0.83143
C -1.72058 -5.16715 0.91271
C -1.73108 -5.30664 -0.58884
C 2.09109 1.80099 -5.52760
C 2.57516 -1.16397 2.23477
C -0.51442 -4.47685 1.49436
C -2.95933 -1.59913 -2.73852
C 0.62391 -1.83255 6.89085
C 0.28599 3.85898 -1.52564
C 6.47885 0.74184 -1.58293
C -2.80449 4.68753 2.03902
C 0.76960 -0.40871 -5.61848
C 3.87095 -3.33864 -6.84723
C 5.25414 -0.24027 -3.61904
C -1.65906 -1.40701 7.25208
C 4.37541 -5.22822 -5.17576
C -1.80656 0.51321 -2.73698
C 1.82542 -1.75839 4.61955
C -2.06622 8.94810 -0.46819
C -4.82485 -2.69476 5.00997
C -0.35987 7.01981 -0.51572
C -5.87208 -3.38227 5.84949
C -5.13487 5.47228 1.29817
H -4.16045 -4.31584 3.76353
H 0.49210 -2.91858 6.90799
H 5.44759 -5.18964 -5.37369
H -2.10820 -0.45285 6.97473
H -2.24048 -0.63235 0.40237
H -1.11234 6.29447 -0.83189
H 3.09797 2.18959 -5.66237
H -6.58926 -2.64634 6.20536
H 3.26052 -3.12238 -7.72118
H 7.40803 0.22606 -1.82760
H 0.04879 -0.00847 -6.33376
H -3.05487 -2.93250 3.84611
H -2.47526 -0.46610 -4.48257
H 1.75897 2.02075 -4.50999
H -0.88170 -5.90144 -0.92627
H -0.24185 -1.70394 4.94863
H -2.29251 -1.81176 8.04317
H -1.62446 9.43309 -1.33994
H 3.23687 -2.01898 2.09657
H -1.42923 3.06279 -2.37008
H 2.00343 -1.58724 0.19439
H 6.50074 1.74442 -2.01279
H 4.09418 -6.25442 -4.95012
H -2.66012 5.55379 2.68547
H -1.72504 -2.09162 6.40781
H -2.45982 9.71097 0.19926
H -5.08415 6.36961 1.91626
H -5.63572 4.67919 1.85507
H -3.42695 -2.42084 -3.26028
H 0.39845 -5.02456 1.25650
H -6.39731 -4.13050 5.25417
H -1.37914 1.35482 -3.25810
H 4.36455 -0.80678 -3.88055
H -1.83869 4.39130 1.63085
H -3.21042 3.86272 2.62670
H 3.61458 -2.63386 -6.05774
H 6.39294 0.82096 -0.50122
H 1.42493 2.29142 -6.23903
H 0.38704 -0.28533 -4.60301
H -0.45015 -3.46195 1.09475
H 2.05214 -2.79622 4.85347
H 0.52147 -0.21683 5.42776
H 1.07060 0.72801 -1.26137
H 3.18937 -0.40223 2.71414
H 4.14478 -4.59827 -4.31455
H -0.62083 -4.42209 2.57672
H 1.06875 -2.59382 2.80939
H 0.90792 -1.46992 -5.81488
H 4.92290 -3.22099 -7.11259
H 0.00026 -0.58480 0.80441
H 0.36522 6.52262 0.12507
H -1.67920 -4.31293 -1.03826
H 2.36684 4.72383 -1.43850
H -5.70788 5.69187 0.40037
H -1.65606 3.95821 -0.87269
H 5.22423 0.72005 -4.13556
H -5.40493 -3.86619 6.70853
H 2.94177 -0.14946 0.34850
H 0.15415 7.41793 -1.39200
H 0.56560 -0.95371 3.11095
H 6.13483 -0.79496 -3.94576
H 1.44140 1.97583 -0.00222
H 0.77471 0.64262 1.76243
H -2.88392 8.30118 -0.79137
H 2.68302 -1.11416 4.79883
H -2.64921 -5.79777 -0.90540
H -3.35510 -2.47382 -0.80773
H -3.17269 -4.04863 5.22016
H 1.59430 -1.61432 7.33626
*
```

[4]
Computed, not measured: a molecular structure, C39H70N4O4P3Zr, with wB97M-V/def2-TZVPD.

## Properties
**Orbital gap**: 0.29145 Eh
**Energy above the lowest of the compared OMol25 structures with the same formula, charge and spin**: 23.2 kcal/mol
**Lowest unoccupied orbital energy**: -2.18 eV
**HOMO energy**: -0.372 Ha

```
! RIJCOSX wB97M-V def2-TZVPD def2/J DEFGRID3
* xyz 1 1
Zr -0.54988 -0.40966 0.33148
P -2.70678 -1.66306 -1.46373
P 2.68060 1.96056 -2.04566
P -0.79495 -2.36195 2.53949
O -0.33380 0.30827 2.16730
O 2.97195 -0.10584 1.79931
O 0.98011 1.97297 2.85880
O 1.38995 0.10885 0.20398
N -0.02581 -2.31532 -0.26531
N -2.77678 0.28193 1.12276
N -0.81082 2.04901 0.13784
N -0.31336 0.27359 -1.84264
C -1.03994 -4.88047 4.02288
C -3.11642 -1.27662 -3.29622
C -4.27758 -2.04091 -3.94054
C -1.28032 -4.93470 1.54924
C 2.05481 1.28658 -4.66070
C -1.78461 -3.22503 -1.66208
C 1.88832 0.23440 1.41820
C -2.31648 -4.31697 -2.34946
C 3.09877 3.51339 0.26453
C 1.10810 -2.59873 0.54509
C -1.81472 -1.36486 4.90109
C -0.49103 -1.88685 4.33504
C -0.47004 -3.29586 -1.14081
C -1.52141 -4.09665 2.80363
C 0.82248 0.92348 2.28828
C 2.52581 2.49727 -3.84642
C 3.23433 -3.32666 2.18609
C -0.88673 2.54716 -1.24726
C 0.63400 -0.89616 4.65157
C -4.36846 -2.28321 -0.85532
C -1.87397 2.53877 1.03043
C 0.90246 -2.75683 1.93091
C -4.21190 -2.98566 0.49477
C 0.28698 -4.43981 -1.46136
C 1.57995 3.67324 -4.08254
C -0.24625 -5.48189 -2.18903
C 4.92186 0.74822 -0.81928
C 2.39383 -2.72095 0.02061
C 4.51919 4.20684 -1.69293
C 3.45002 -3.07412 0.83746
C 4.22793 0.88403 -2.17517
C 1.97480 -3.15383 2.72987
C 3.18924 3.59334 -1.26364
C 5.24833 1.22801 -3.26124
C -5.40383 -1.15552 -0.79163
C -1.56834 -5.44552 -2.61415
C -1.87533 -1.42610 -4.19647
C -1.19683 1.39347 -2.19656
C -3.12432 1.69230 0.85215
H 6.09003 0.53760 -3.17831
H 2.54900 -2.52056 -1.03261
H -0.21621 -5.14500 1.43339
H 4.23088 0.44866 -0.03470
H 2.21564 1.45518 -5.72679
H 5.40547 1.67797 -0.52170
H 1.50472 -1.00792 4.00668
H -2.00814 -6.28219 -3.13848
H 5.69889 -0.01646 -0.88399
H -5.41435 -0.56022 -1.70576
H -3.41232 -0.22216 -3.28904
H 4.62081 5.19523 -1.23951
H 0.28735 0.13167 4.58060
H -3.90182 2.06503 1.52388
H 5.63854 2.23763 -3.14869
H 2.58686 0.37636 -4.37792
H -3.49692 1.77061 -0.17266
H 0.98531 1.11444 -4.50964
H 2.38921 4.26907 -1.58812
H 0.66477 0.61344 -1.87675
H 4.05346 -3.63466 2.82137
H 1.91486 4.57836 -3.57778
H 4.44619 -3.15804 0.42428
H 0.07654 2.96864 -1.53236
H 1.82610 -3.33235 3.78661
H 0.56154 3.44971 -3.75524
H 0.96507 -1.05048 5.68003
H 1.54243 3.89063 -5.15177
H -3.60248 -0.28988 0.99621
H -4.72024 -3.02922 -1.56840
H -1.39983 -5.90688 3.93589
H -1.80487 -5.88860 1.62455
H 0.07226 2.35785 0.53547
H 4.83873 1.11594 -4.26430
H 1.29786 -4.52195 -1.09388
H -2.64467 -2.04190 4.68390
H -3.68466 -3.92948 0.36749
H -2.04469 -0.38258 4.48177
H 3.07448 4.51761 0.69125
H -1.25513 -0.52864 -4.21913
H -5.22554 -0.47425 0.04225
H -1.64469 3.32749 -1.35022
H 0.04944 -4.92178 4.06937
H -1.26452 -2.28101 -3.90580
H -1.74287 -1.25361 5.98369
H -2.10070 3.59462 0.85677
H -2.23673 1.08019 -2.08327
H -3.34901 -4.29225 -2.66673
H 0.37079 -6.34254 -2.41036
H -4.47840 -1.58180 -4.90953
H -0.39069 -0.48439 -2.51329
H -1.62570 -4.42993 0.65120
H 5.36139 3.60638 -1.35499
H -5.19849 -1.99272 -3.36429
H 3.80792 -0.10281 -2.40989
H -1.52383 2.43698 2.05796
H -1.43376 -4.47951 4.95579
H 3.51432 2.79750 -4.19644
H -0.24819 -2.82289 4.83417
H -4.02409 -3.08257 -4.12365
H -1.05095 1.73870 -3.22540
H -5.19422 -3.19863 0.92034
H -2.60034 -3.93297 2.90603
H -2.53536 0.20988 2.11079
H -2.19570 -1.60210 -5.22341
H 4.58126 4.32885 -2.77463
H -3.64491 -2.38762 1.21396
H -6.40106 -1.57379 -0.65051
H 3.95068 2.98737 0.69422
H 2.19804 2.99029 0.59072
*
```

Ordered calculated total energy results: -252220.0156; -121004.5173; -68767.9208; -84877.2995; unit eV.
Ordered F_max results: 3.28; 3.50; 1.14; 3.52; unit eV/Å.